# 1
{
  "formula": "C24H36N2O6S",
  "method": "ωB97M-V with the def2-TZVPD basis set",
  "species": ["C", "C", "C", "C", "C", "C", "C", "C", "C", "C", "C", "C", "C", "C", "C", "C", "C", "N", "S", "N", "C", "H", "H", "H", "H", "H", "H", "H", "H", "H", "H", "H", "H", "H", "H", "H", "H", "H", "H", "H", "H", "H", "H", "H", "H", "H", "H", "H", "H", "C", "C", "O", "C", "O", "O", "H", "H", "H", "H", "C", "C", "O", "C", "O", "O", "H", "H", "H", "H"],
  "coordinates": [[-3.26, 1.08, -7.37], [-2.07, 1.91, -6.63], [-1.71, 1.24, -5.21], [-0.25, 0.52, -5.20], [0.07, 0.17, -3.66], [1.15, -1.01, -3.47], [1.99, -0.70, -2.10], [0.94, -0.55, -0.89], [0.82, 0.96, -0.29], [-0.46, 0.98, 0.68], [-1.54, 2.12, 0.35], [-2.52, 1.79, -0.88], [-3.46, 0.51, -0.67], [-3.58, -0.36, 0.60], [-4.55, -1.62, 0.56], [-5.41, -2.02, -0.67], [-5.36, -1.15, -1.98], [-6.14, -1.38, -3.20], [-5.59, -0.03, -4.13], [-4.44, 0.80, -3.18], [-4.37, 0.09, -1.91], [-4.27, 1.59, -7.13], [-3.09, 1.20, -8.50], [-3.24, -0.03, -7.12], [-1.11, 1.88, -7.29], [-2.47, 2.98, -6.49], [-1.70, 2.03, -4.38], [-2.47, 0.38, -5.00], [0.56, 1.15, -5.72], [-0.41, -0.48, -5.76], [0.42, 1.13, -3.14], [-0.89, -0.16, -3.10], [1.85, -1.02, -4.38], [0.63, -2.02, -3.39], [2.65, 0.23, -2.19], [2.59, -1.66, -1.90], [-0.12, -0.92, -1.13], [1.33, -1.20, -0.01], [0.81, 1.77, -1.11], [1.81, 1.13, 0.30], [-0.88, -0.09, 0.73], [-0.06, 1.21, 1.75], [-2.17, 2.45, 1.26], [-0.94, 3.06, 0.04], [-3.23, 2.71, -0.99], [-2.00, 1.66, -1.89], [-2.96, -0.11, 1.52], [-4.61, -2.28, 1.49], [-6.10, -2.94, -0.66], [2.41, 0.13, 5.42], [2.38, 1.59, 5.08], [2.76, 1.60, 3.71], [2.47, 0.38, 3.20], [2.50, 0.10, 2.03], [2.12, -0.50, 4.18], [1.67, -0.14, 6.18], [3.39, -0.20, 5.76], [1.38, 2.02, 5.17], [3.08, 2.17, 5.68], [6.15, -2.63, 6.95], [5.91, -3.04, 8.37], [5.08, -2.00, 8.87], [4.46, -1.44, 7.80], [3.56, -0.64, 7.88], [4.98, -1.89, 6.63], [6.27, -3.48, 6.29], [7.02, -1.97, 6.85], [5.38, -3.99, 8.45], [6.84, -3.10, 8.95]],
  "homo_energy_ev": -8.25,
  "gap_ev": 7.346,
  "e_lumo_ha": -0.03328,
  "max_force_ev_per_a": 6.7
}

***

# 2
{
  "formula": "C24H36N4OS",
  "method": "ωB97M-V with the def2-TZVPD basis set",
  "species": ["C", "C", "H", "H", "C", "N", "C", "H", "C", "C", "C", "H", "H", "H", "H", "H", "H", "H", "C", "C", "H", "H", "C", "N", "C", "O", "C", "C", "C", "C", "C", "C", "H", "H", "N", "C", "N", "C", "H", "C", "H", "C", "C", "H", "H", "H", "C", "C", "H", "H", "H", "H", "H", "H", "H", "S", "H", "H", "H", "H", "H", "H", "H", "H", "H", "H"],
  "coordinates": [[4.46, 2.44, 2.60], [4.14, 2.43, 1.11], [3.46, 3.25, 0.89], [5.06, 2.62, 0.56], [3.53, 1.09, 0.66], [3.74, 0.75, -0.74], [3.08, 1.68, -1.64], [3.32, 1.39, -2.67], [1.57, 1.62, -1.43], [1.22, 1.93, 0.02], [2.02, 1.03, 0.95], [1.84, 1.31, 1.99], [1.69, 0.00, 0.82], [1.43, 2.98, 0.23], [0.15, 1.77, 0.19], [1.08, 2.33, -2.10], [1.22, 0.62, -1.68], [3.44, 2.72, -1.50], [5.12, 0.44, -1.10], [5.57, -0.94, -0.61], [5.45, -1.02, 0.47], [6.63, -1.05, -0.83], [4.80, -2.08, -1.29], [3.39, -2.01, -0.99], [2.78, -2.91, -0.20], [3.30, -3.93, 0.21], [1.36, -2.55, 0.12], [0.56, -1.92, -0.82], [-0.72, -1.56, -0.45], [-1.23, -1.82, 0.84], [-0.41, -2.47, 1.77], [0.86, -2.83, 1.40], [1.51, -3.34, 2.09], [-0.80, -2.68, 2.75], [-2.50, -1.40, 1.06], [-3.01, -0.84, 0.02], [-4.24, -0.32, -0.05], [-4.76, 0.21, -1.29], [-4.02, 0.88, -1.73], [-6.06, 0.96, -1.03], [-6.41, 1.41, -1.96], [-7.14, 0.03, -0.45], [-8.20, 0.85, 0.27], [-8.61, 1.62, -0.38], [-7.78, 1.34, 1.15], [-9.02, 0.21, 0.60], [-6.50, -1.01, 0.48], [-5.18, -0.52, 1.04], [-5.32, 0.42, 1.59], [-4.73, -1.24, 1.72], [-6.32, -1.94, -0.06], [-7.18, -1.24, 1.30], [-7.63, -0.50, -1.28], [-5.86, 1.77, -0.32], [-4.94, -0.61, -2.01], [-1.94, -0.76, -1.41], [0.91, -1.74, -1.82], [3.02, -1.07, -1.06], [5.16, -3.05, -0.93], [4.94, -2.03, -2.37], [5.19, 0.45, -2.19], [5.83, 1.19, -0.72], [4.01, 0.30, 1.25], [4.89, 3.40, 2.89], [3.57, 2.27, 3.20], [5.18, 1.66, 2.84]],
  "homo_energy_ev": -7.76,
  "smiles": "CC[C@H]1CCCCN1CCCNC(=O)c1ccc2nc(N3CCC(C)CC3)sc2c1",
  "gap_ev": 8.288,
  "e_lumo_ha": 0.01931,
  "max_force_ev_per_a": 0.9
}

***

# 3
{
  "formula": "C24H36N8O7S2Ti",
  "method": "ωB97M-V with the def2-TZVPD basis set",
  "species": ["Ti", "C", "C", "N", "C", "C", "S", "C", "C", "N", "H", "H", "H", "H", "H", "H", "H", "H", "H", "H", "H", "H", "H", "H", "C", "C", "N", "O", "C", "C", "N", "O", "H", "H", "H", "H", "H", "H", "H", "O", "C", "O", "C", "N", "C", "C", "C", "H", "H", "H", "H", "H", "H", "H", "H", "H", "O", "S", "O", "O", "C", "N", "C", "C", "C", "N", "C", "C", "C", "N", "C", "C", "H", "H", "H", "H", "H", "H"],
  "coordinates": [[8.28, 10.42, 9.01], [8.06, 7.55, 7.26], [6.90, 7.68, 8.21], [6.46, 9.02, 8.18], [5.81, 9.55, 6.98], [5.95, 11.01, 6.76], [7.69, 11.47, 6.67], [8.46, 10.30, 5.54], [9.37, 9.24, 6.16], [8.96, 8.72, 7.49], [8.51, 6.54, 7.31], [7.58, 7.55, 6.26], [6.18, 6.88, 8.02], [7.21, 7.51, 9.27], [5.78, 9.25, 8.93], [6.20, 9.16, 6.09], [4.71, 9.37, 6.93], [5.55, 11.35, 5.79], [5.51, 11.59, 7.57], [7.66, 9.85, 4.95], [8.92, 11.02, 4.90], [9.42, 8.47, 5.41], [10.33, 9.69, 6.33], [9.81, 8.36, 7.95], [8.96, 8.96, 13.15], [8.45, 9.37, 11.82], [9.10, 9.29, 10.72], [10.36, 8.82, 10.85], [7.15, 10.01, 11.68], [6.25, 10.44, 12.79], [6.84, 10.20, 10.41], [5.91, 10.96, 9.94], [9.43, 7.95, 12.96], [8.18, 8.82, 13.88], [9.77, 9.57, 13.47], [10.79, 8.83, 9.94], [6.73, 11.05, 13.56], [5.62, 9.64, 13.19], [5.44, 11.06, 12.30], [11.51, 9.07, 8.36], [11.25, 10.28, 8.18], [10.24, 10.85, 8.62], [12.27, 11.14, 7.27], [11.54, 12.08, 6.43], [11.89, 13.47, 6.78], [12.27, 13.31, 8.28], [13.14, 12.03, 8.18], [12.89, 10.41, 6.71], [11.23, 16.21, 15.07], [11.89, 11.93, 5.48], [11.02, 14.07, 6.60], [12.75, 13.92, 6.25], [11.38, 13.05, 8.90], [12.87, 14.12, 8.73], [13.24, 11.62, 9.17], [14.06, 12.31, 7.64], [13.65, 24.43, 10.98], [13.84, 23.05, 10.59], [13.76, 22.02, 11.59], [10.92, 17.20, 15.09], [10.09, 17.39, 14.05], [9.94, 18.61, 13.61], [9.39, 18.72, 12.39], [8.83, 17.60, 11.70], [9.01, 16.39, 12.28], [9.62, 16.27, 13.49], [8.80, 15.02, 11.61], [7.87, 14.90, 10.55], [7.77, 13.62, 9.91], [8.38, 12.56, 10.33], [9.23, 12.66, 11.32], [9.56, 13.88, 11.91], [9.41, 19.69, 12.02], [8.43, 17.74, 10.69], [7.41, 15.73, 10.11], [7.24, 13.65, 8.97], [9.65, 11.67, 11.67], [10.34, 13.90, 12.72]],
  "homo_energy_ev": [-11.12, -11.18],
  "gap_ev": [8.416, 8.092],
  "e_lumo_ha": [-0.09922, -0.11354],
  "charge": 1,
  "spin_multiplicity": 2,
  "max_force_ev_per_a": 4.3
}